Record 1
{
  "formula": "C25H18N2O6",
  "method": "the ωB97M-V functional and the def2-TZVPD basis",
  "mol_weight_g_mol": 442.43,
  "e_tot_ev": -41484.05735,
  "smiles": "O=C(CNC(=O)c1ccc(N2C(=O)c3ccccc3C2=O)cc1)OCC(=O)c1ccccc1",
  "species": ["O", "C", "C", "N", "C", "O", "C", "C", "C", "C", "N", "C", "O", "C", "C", "C", "C", "C", "C", "C", "O", "C", "C", "O", "C", "C", "O", "C", "C", "C", "C", "C", "C", "H", "H", "H", "H", "H", "H", "H", "H", "H", "H", "H", "H", "H", "H", "H", "H", "H", "H"],
  "xyz": [[2.955254, -4.151649, 1.704813], [1.877605, -4.316297, 1.209495], [0.773928, -5.237517, 1.737213], [-0.517754, -4.702115, 1.374489], [-1.117857, -3.797065, 2.224303], [-1.122152, -3.948210, 3.424830], [-1.640287, -2.574043, 1.547041], [-1.629309, -1.409914, 2.312745], [-1.726312, -0.168710, 1.717935], [-1.837696, -0.084179, 0.335515], [-1.731584, 1.166049, -0.318524], [-2.278949, 2.363609, 0.149939], [-2.985282, 2.481463, 1.115417], [-1.809497, 3.405810, -0.794238], [-2.050315, 4.763776, -0.821222], [-1.458366, 5.502896, -1.840742], [-0.657138, 4.895170, -2.795708], [-0.416271, 3.525275, -2.767364], [-1.002486, 2.794309, -1.755059], [-0.931515, 1.348669, -1.447517], [-0.310783, 0.485013, -2.014544], [-1.987118, -1.239084, -0.423935], [-1.887585, -2.476431, 0.179881], [1.474736, -3.733194, 0.061030], [2.138348, -2.552353, -0.344723], [1.688679, -1.414083, 0.579514], [1.150487, -1.684642, 1.627448], [1.904526, -0.027159, 0.124484], [2.560719, 0.307968, -1.058738], [2.666941, 1.633310, -1.437750], [2.117527, 2.635007, -0.653819], [1.473471, 2.312150, 0.530565], [1.376207, 0.991781, 0.920574], [0.845885, -5.290967, 2.825519], [0.906334, -6.239054, 1.315959], [-0.559889, -4.464334, 0.393151], [-1.474829, -1.501039, 3.376616], [-1.680564, 0.729026, 2.313417], [-2.675259, 5.228801, -0.075026], [-1.626202, 6.568295, -1.889437], [-0.213242, 5.496050, -3.575293], [0.204853, 3.043588, -3.506030], [-2.138755, -1.166402, -1.489283], [-2.001882, -3.360327, -0.431625], [1.835705, -2.373918, -1.376375], [3.226383, -2.670180, -0.267637], [2.991140, -0.456591, -1.685133], [3.174862, 1.887212, -2.355971], [2.191678, 3.667213, -0.963718], [1.048978, 3.091763, 1.146431], [0.884628, 0.715256, 1.841087]],
  "forces_ev_per_angstrom": [[0.0, 0.0, -0.1], [0.1, -0.3, 0.3], [0.1, 0.1, 0.1], [-0.3, -0.3, -0.3], [-0.1, -0.3, -0.2], [0.1, 0.2, 0.2], [-0.2, 0.5, 0.1], [-0.2, -0.2, -0.1], [-0.1, 0.0, -0.1], [0.0, -0.3, 0.2], [-0.2, -0.4, 0.2], [-0.2, 0.1, 0.1], [0.1, 0.1, 0.0], [0.4, 0.1, -0.6], [0.0, -0.1, 0.1], [-0.1, 0.0, 0.1], [0.1, -0.1, -0.1], [-0.1, -0.1, 0.1], [-0.3, 0.6, 0.2], [0.3, -0.2, -0.3], [-0.2, 0.2, -0.1], [0.0, 0.1, 0.0], [0.0, 0.0, 0.2], [-0.1, 0.0, -0.3], [0.1, 0.0, 0.3], [0.0, -0.5, -0.2], [0.2, 0.1, -0.1], [0.0, 0.6, 0.1], [-0.1, -0.2, 0.3], [0.1, 0.1, -0.1], [0.1, -0.1, -0.1], [0.0, 0.0, 0.1], [0.1, -0.2, 0.0], [0.1, 0.0, -0.2], [0.1, 0.1, 0.1], [0.0, 0.1, 0.3], [0.1, 0.0, 0.1], [0.0, 0.1, 0.0], [-0.1, 0.0, 0.1], [0.0, 0.1, 0.0], [0.0, 0.1, -0.1], [0.1, -0.1, -0.1], [0.0, 0.0, -0.1], [0.1, -0.1, -0.1], [0.1, 0.0, 0.1], [-0.1, 0.1, -0.1], [0.0, -0.1, -0.1], [0.0, 0.0, -0.1], [0.0, 0.1, 0.0], [0.0, 0.1, 0.1], [0.0, 0.0, 0.1]]
}


Record 2
{
  "formula": "C3H12O3",
  "method": "the ωB97M-V functional and the def2-TZVPD basis",
  "mol_weight_g_mol": 96.13,
  "e_tot_ev": -9446.96429,
  "relative_energy_kcal_mol": 24.5,
  "smiles": "CO.CO.CO",
  "species": ["C", "O", "H", "H", "H", "H", "C", "O", "H", "H", "H", "H", "C", "O", "H", "H", "H", "H"],
  "xyz": [[-2.126991, 1.001243, -1.009577], [-1.126382, 0.520555, -0.132497], [-2.452779, 0.228617, -1.710158], [-2.989595, 1.378794, -0.455760], [-1.706130, 1.813656, -1.604641], [-1.154468, -0.442855, -0.077729], [0.606510, -2.473230, 0.250371], [-0.727969, -2.300981, -0.218671], [0.645806, -2.489762, 1.340899], [1.092349, -3.329138, -0.217163], [1.162062, -1.582648, -0.050413], [-1.230063, -3.102096, -0.051127], [1.974969, 1.925738, 0.529191], [1.091286, 1.445765, 1.516776], [1.753563, 2.961936, 0.247733], [2.987181, 1.890204, 0.930432], [1.952427, 1.311641, -0.378618], [0.248224, 1.242561, 1.090951]],
  "forces_ev_per_angstrom": [[0.1, 0.0, -0.2], [0.2, 0.1, 0.2], [0.0, 0.0, 0.1], [0.0, 0.0, 0.0], [0.0, 0.0, 0.1], [-0.1, -0.2, -0.1], [0.2, 0.6, -0.1], [-0.1, 0.0, -0.1], [0.0, -0.3, 0.0], [-0.1, -0.2, 0.2], [-0.1, 0.0, -0.1], [0.0, 0.0, 0.1], [0.0, 0.0, -0.2], [0.0, -0.1, 0.1], [0.0, 0.0, 0.0], [0.0, 0.0, 0.1], [0.0, 0.0, 0.0], [-0.1, 0.0, -0.1]]
}


Record 3
{
  "formula": "C2H12NO3",
  "method": "the ωB97M-V functional and the def2-TZVPD basis",
  "mol_weight_g_mol": 98.12,
  "e_tot_ev": -9892.58935,
  "relative_energy_kcal_mol": 65.8,
  "charge": 1,
  "species": ["C", "C", "N", "H", "H", "H", "H", "H", "H", "H", "H", "O", "H", "H", "O", "H", "H", "O"],
  "xyz": [[-1.073554, -0.389384, 0.092103], [0.879623, -0.849440, -1.279135], [0.079126, 0.090970, -0.732103], [-0.954147, -1.418101, 0.129706], [-0.984595, 0.155561, 0.980536], [-1.940961, -0.103479, -0.449562], [0.631214, -1.906455, -1.172628], [1.868668, -0.504276, -1.509417], [-0.117255, 0.591189, -1.592874], [-1.212671, 1.310959, 3.560784], [-2.390559, 0.348312, 3.829441], [-1.690958, 0.531283, 3.169545], [0.100914, 1.811968, -3.528108], [-0.737094, 2.386612, -2.512668], [-0.523089, 1.539230, -2.904625], [3.048812, -1.839036, 1.033158], [2.607970, -0.649516, 1.891851], [2.408555, -1.106396, 0.993996]],
  "forces_ev_per_angstrom": [[1.2, 1.7, -2.4], [-1.2, 1.3, 3.6], [1.0, -4.7, -1.2], [-0.2, -1.9, 0.8], [-0.2, 0.3, 1.7], [-1.1, 0.1, -0.2], [0.4, 0.1, 0.3], [0.2, 0.1, -1.5], [0.0, 2.9, -0.6], [-0.7, -1.1, -0.6], [0.5, 0.1, -0.6], [0.2, 1.1, 1.1], [1.8, 0.2, -2.0], [-0.6, 0.3, 0.4], [-1.3, -0.3, 1.4], [-0.3, 0.2, -0.2], [-0.7, -0.9, -2.3], [1.0, 0.7, 2.4]]
}


Record 4
{
  "formula": "C27H45F4N3O27S3",
  "method": "the ωB97M-V functional and the def2-TZVPD basis",
  "mol_weight_g_mol": 1015.84,
  "e_tot_ev": -131857.29585,
  "relative_energy_kcal_mol": 10.1,
  "species": ["C", "C", "O", "N", "C", "H", "H", "H", "H", "H", "H", "H", "C", "C", "O", "N", "C", "H", "H", "H", "H", "H", "H", "H", "C", "C", "O", "N", "C", "H", "H", "H", "H", "H", "H", "H", "C", "C", "O", "C", "O", "O", "F", "H", "H", "H", "C", "C", "O", "C", "O", "O", "F", "H", "H", "H", "C", "C", "O", "C", "O", "O", "F", "H", "H", "H", "C", "C", "O", "C", "O", "O", "F", "H", "H", "H", "C", "C", "O", "S", "O", "O", "O", "H", "H", "H", "H", "C", "C", "O", "S", "O", "O", "O", "H", "H", "H", "H", "C", "C", "O", "S", "O", "O", "O", "H", "H", "H", "H"],
  "xyz": [[18.970954, -5.836807, -14.788864], [18.178789, -6.412917, -13.633695], [18.442090, -7.516209, -13.182911], [17.107297, -5.714134, -13.169715], [16.606697, -4.449865, -13.648626], [18.381895, -5.955649, -15.698225], [19.836701, -6.491111, -14.870230], [19.298729, -4.812215, -14.637819], [16.619113, -6.233026, -12.455666], [16.580885, -3.709882, -12.847610], [15.590341, -4.565860, -14.025449], [17.202951, -4.083969, -14.478628], [10.017174, -2.554269, -9.505976], [9.155501, -2.858789, -8.303044], [9.465563, -2.523111, -7.171101], [8.060228, -3.620075, -8.563510], [7.115278, -4.019777, -7.537252], [9.561389, -2.985646, -10.399223], [10.991873, -2.996395, -9.314067], [10.160774, -1.494184, -9.689897], [7.855417, -3.812910, -9.528307], [6.734712, -5.003413, -7.825277], [6.283679, -3.321912, -7.447340], [7.632095, -4.164007, -6.593604], [10.011924, -8.143498, -17.148227], [9.191238, -6.906398, -16.881043], [9.616026, -6.004368, -16.163619], [7.992388, -6.797543, -17.507750], [7.415296, -7.760362, -18.412347], [10.739533, -8.250610, -16.352473], [10.485632, -8.007353, -18.122363], [9.402886, -9.045912, -17.196980], [7.475594, -5.960780, -17.292624], [6.653324, -7.315780, -19.045411], [6.938680, -8.594356, -17.881330], [8.168520, -8.222505, -19.048999], [6.537506, -5.707833, -14.117973], [7.478013, -4.529243, -13.912729], [8.003471, -4.778744, -12.644911], [7.102708, -5.520114, -11.937082], [7.126878, -5.710192, -10.770576], [6.210708, -6.089160, -12.781425], [6.752174, -3.368677, -13.919309], [6.962357, -6.557236, -14.651581], [5.630656, -5.383812, -14.628683], [8.270467, -4.455113, -14.652018], [12.714100, -0.672251, -12.007965], [14.077930, -1.160065, -12.422996], [14.069262, -2.465744, -11.907768], [13.381989, -2.392007, -10.717245], [13.521259, -3.118370, -9.796516], [12.526697, -1.344201, -10.759829], [15.088103, -0.448447, -11.824956], [11.952244, -0.860728, -12.760882], [12.747175, 0.402274, -11.816326], [14.244902, -1.131685, -13.494119], [12.753091, 3.322285, -15.515576], [13.750158, 3.104590, -14.387772], [14.066057, 1.756764, -14.500566], [13.058716, 1.117294, -15.188610], [12.942954, -0.061486, -15.200097], [12.200978, 2.022714, -15.669363], [13.111020, 3.273414, -13.172179], [13.292899, 3.590108, -16.427494], [11.989365, 4.060504, -15.302155], [14.608769, 3.766152, -14.382067], [11.237063, -3.343089, -14.724039], [12.299877, -4.420407, -14.816014], [12.205381, -5.090283, -13.586120], [11.384180, -4.405694, -12.742230], [11.056797, -4.789190, -11.670059], [10.948766, -3.270914, -13.319264], [13.544210, -3.860938, -14.915569], [10.320646, -3.565853, -15.265307], [11.615818, -2.372401, -15.040727], [12.126882, -5.091773, -15.651261], [13.061053, -1.855358, -20.514177], [12.761709, -0.662094, -19.582219], [11.929355, -1.196221, -18.540707], [12.299200, -2.727763, -18.330753], [11.171115, -3.435967, -17.854932], [13.523551, -2.840887, -17.629525], [12.486729, -3.012410, -19.884580], [14.131256, -2.019397, -20.631531], [12.610585, -1.789633, -21.500440], [12.207733, 0.139942, -20.057074], [13.675470, -0.287619, -19.122726], [11.303202, -5.742770, -8.171589], [10.077874, -6.385052, -8.864311], [9.930098, -7.667303, -8.200140], [10.252052, -7.422778, -6.670472], [10.722101, -8.620454, -6.103667], [9.197598, -6.696130, -6.059939], [11.490765, -6.452022, -6.946226], [11.159978, -4.676027, -7.991858], [12.211508, -5.803962, -8.771080], [10.253430, -6.587326, -9.912654], [9.160984, -5.837530, -8.662875], [7.802071, 0.205730, -16.184474], [9.061770, -0.639432, -16.404512], [9.772957, -0.583621, -15.178885], [9.103882, 0.407867, -14.126207], [10.098005, 1.253436, -13.587406], [8.240824, -0.279159, -13.239235], [8.254351, 1.185401, -15.224909], [6.952453, -0.323940, -15.760851], [7.563264, 0.757794, -17.087514], [9.665670, -0.249571, -17.221730], [8.796634, -1.670228, -16.646061]],
  "forces_ev_per_angstrom": [[0.2, -0.6, 0.3], [-0.4, 0.0, -0.1], [0.1, 0.1, 0.1], [0.6, -0.4, -0.1], [-0.5, 0.0, 0.1], [0.0, 0.3, -0.1], [0.1, 0.2, -0.1], [-0.1, 0.1, -0.1], [-0.2, 0.3, 0.1], [0.1, 0.1, -0.1], [0.0, 0.0, 0.0], [0.2, 0.0, 0.1], [-0.5, -0.3, -0.2], [0.1, 0.1, 0.3], [-0.1, 0.1, 0.0], [0.1, 0.4, 0.1], [0.1, -0.7, -0.5], [0.3, -0.1, -0.1], [0.1, 0.0, -0.2], [-0.1, 0.1, 0.3], [-0.1, -0.2, 0.1], [-0.2, 0.1, 0.0], [0.0, 0.1, 0.2], [0.0, 0.3, 0.1], [-0.4, 0.0, -0.1], [0.3, 0.3, 0.1], [-0.3, -0.1, 0.0], [0.1, 0.1, 0.1], [-0.2, -0.9, 0.1], [0.2, 0.1, -0.1], [0.2, -0.1, 0.1], [0.0, 0.0, 0.0], [0.1, 0.1, -0.1], [0.1, 0.2, 0.0], [0.0, 0.1, 0.0], [0.1, 0.3, -0.1], [-0.5, 0.1, -0.1], [0.1, -0.8, -0.4], [-0.1, 0.6, 0.1], [-0.1, -0.7, -0.2], [0.1, 0.3, 0.2], [0.1, 0.2, 0.0], [0.1, 0.2, 0.1], [0.3, 0.1, 0.1], [0.0, 0.0, 0.1], [0.2, 0.0, 0.1], [0.5, 1.3, 0.4], [-0.5, -0.3, -0.7], [0.5, 0.1, 0.2], [-0.3, 0.2, 0.1], [0.0, -0.3, -0.1], [0.0, -0.3, -0.4], [-0.1, 0.0, 0.1], [-0.1, -0.4, 0.2], [-0.1, -0.1, 0.0], [0.1, -0.4, 0.0], [0.7, 0.1, -0.1], [-0.9, 0.4, 0.5], [0.3, -0.1, -0.5], [-0.2, 0.3, 1.3], [0.0, -0.2, -0.6], [-0.2, -0.3, -0.7], [0.2, 0.1, -0.2], [-0.1, 0.1, 0.0], [-0.1, -0.1, 0.2], [0.3, -0.3, -0.1], [0.1, 0.8, 0.2], [-0.5, 0.2, 0.0], [-0.1, -0.1, -0.2], [-0.3, -0.2, 0.0], [0.3, 0.0, 0.2], [0.0, -0.1, -0.2], [0.0, -0.1, 0.0], [0.1, -0.3, -0.1], [0.1, -0.1, -0.1], [0.3, -0.2, 0.1], [0.3, -0.2, -0.3], [0.2, -0.1, 0.2], [-0.3, 0.1, 0.2], [0.0, 0.0, -0.1], [-0.4, 0.0, -0.1], [0.4, 0.1, -0.2], [0.0, -0.2, 0.3], [0.0, 0.1, 0.1], [-0.1, 0.1, 0.1], [0.0, 0.0, 0.0], [0.0, 0.1, -0.1], [-0.1, 0.7, -0.7], [0.1, -0.2, 0.5], [0.0, -0.1, -0.1], [0.4, 0.5, -0.6], [0.2, -0.6, 0.4], [-0.3, 0.2, 0.1], [-0.1, -0.2, 0.4], [-0.2, -0.2, 0.3], [0.0, -0.4, 0.1], [-0.1, 0.1, -0.1], [0.1, 0.2, -0.4], [0.6, 0.5, 0.0], [-0.9, -0.4, -0.4], [0.4, -0.3, 0.4], [-0.1, 0.2, -0.1], [0.4, 0.3, -0.1], [-0.2, -0.4, -0.2], [-0.1, 0.2, 0.2], [0.0, -0.2, -0.1], [-0.3, 0.0, 0.1], [0.2, 0.1, 0.2], [0.2, 0.0, 0.2]]
}


| no. | E_HOMO (eV) | maximum force (eV/A) |
| --- | --- | --- |
| 1 | -9.0 | 0.738 |
| 2 | -9.7 | 0.662 |
| 3 | -14.6 | 4.967 |
| 4 | -8.6 | 1.456 |